{"formula": "C2H8N2S", "method": "ωB97M-V with the def2-TZVPD basis set", "species": ["H", "N", "C", "N", "H", "H", "H", "C", "S", "H", "H", "H", "H"], "positions_angstrom": [[-2.44306, 0.12767, 2.50989], [-2.30073, -0.75130, 2.99854], [-1.25467, -0.64930, 3.70040], [-0.83460, -1.59813, 4.60084], [-0.60987, 0.22761, 3.66955], [-1.27531, -2.50552, 4.53648], [0.16320, -1.69637, 4.73326], [1.15265, 0.97050, -4.83052], [2.63853, 1.61229, -4.04894], [1.40833, 0.85418, -5.87608], [0.34442, 1.69127, -4.73626], [0.83203, 0.01263, -4.44693], [2.17908, 1.70448, -2.81024]], "nbo_charge": [0.338, -0.705, 0.275, -0.815, 0.139, 0.387, 0.380, -0.733, -0.036, 0.225, 0.216, 0.216, 0.112], "smiles": "[H]/N=C/N.CS", "homo_lumo_gap_ev": 9.96, "e_tot_ha": -588.67936, "fmax_ha_per_bohr": 0.011}

{"formula": "C3H7N5", "method": "ωB97M-V with the def2-TZVPD basis set", "species": ["C", "C", "C", "H", "H", "H", "H", "H", "H", "H", "N", "N", "N", "N", "N"], "positions_angstrom": [[-0.11870, -0.75769, -0.42702], [2.23720, -0.17455, -0.02174], [-0.48593, 2.07690, 0.05913], [-2.53926, -1.84632, 1.34925], [-3.22065, -0.08500, -0.06427], [-0.14547, -1.81883, -0.52114], [2.89938, 0.75920, 0.50577], [3.13900, -1.77345, 0.22625], [-1.24541, 1.43088, 0.22103], [-0.75480, 3.16862, 0.08392], [-2.49333, -1.15867, -0.09946], [-1.24079, -0.22076, -0.49334], [0.96556, 0.22573, -0.32571], [2.22225, -1.43420, -0.13103], [0.78096, 1.60815, -0.36164]], "nbo_charge": [0.227, 0.290, -0.101, 0.310, 0.376, 0.232, 0.215, 0.342, 0.198, 0.184, -0.672, -0.344, -0.315, -0.694, -0.246], "homo_lumo_gap_ev": 7.66, "e_tot_ha": -391.92999, "fmax_ha_per_bohr": 0.138}

{"formula": "C21H59N8O3P2Si", "method": "ωB97M-V with the def2-TZVPD basis set", "species": ["C", "Si", "C", "C", "O", "C", "C", "C", "C", "N", "C", "C", "N", "H", "H", "H", "H", "H", "H", "H", "H", "H", "H", "H", "H", "H", "H", "H", "H", "H", "H", "H", "H", "H", "H", "H", "O", "P", "N", "C", "C", "N", "C", "C", "N", "C", "C", "H", "H", "H", "H", "H", "H", "H", "H", "H", "H", "H", "H", "H", "H", "H", "H", "H", "H", "O", "P", "N", "C", "C", "N", "C", "C", "N", "C", "C", "H", "H", "H", "H", "H", "H", "H", "H", "H", "H", "H", "H", "H", "H", "H", "H", "H", "H"], "positions_angstrom": [[-0.25209, -2.85145, -4.43598], [-1.50073, -1.98789, -3.28993], [-2.11920, -3.31062, -2.08891], [-2.99657, -1.49949, -4.34881], [-0.83168, -0.69571, -2.41020], [-0.62611, 0.47730, -3.18389], [-0.08714, 1.63870, -2.33373], [1.43078, 1.91354, -2.42565], [2.22677, 1.39564, -1.18368], [3.63219, 1.20083, -1.54079], [3.71743, 0.04402, -2.44120], [2.66565, 0.08860, -3.59799], [2.09059, 1.46547, -3.69872], [0.02601, -3.81337, -3.99794], [0.62223, -2.25107, -4.70788], [-0.80093, -3.09666, -5.35351], [-3.18402, -3.17565, -1.88840], [-2.03601, -4.25312, -2.64247], [-1.53214, -3.35975, -1.17029], [-3.48171, -0.63557, -3.88043], [-3.66439, -2.35780, -4.41680], [-2.62610, -1.18726, -5.33154], [-1.60822, 0.78959, -3.56646], [-0.02632, 0.22317, -4.07592], [-0.28675, 1.37495, -1.29008], [-0.67110, 2.53622, -2.54320], [1.55001, 3.00213, -2.39109], [1.76486, 0.51881, -0.72553], [2.20146, 2.21357, -0.45701], [3.98210, 2.02654, -2.02027], [3.48763, -0.84194, -1.84422], [4.74502, -0.02067, -2.80117], [3.20182, -0.14326, -4.52299], [1.89840, -0.67516, -3.47845], [1.49976, 1.57359, -4.52544], [2.89242, 2.07870, -3.85961], [-3.53127, -5.79334, -0.37212], [-3.56183, -5.96315, 1.13758], [-3.87846, -7.65879, 1.15342], [-4.74358, -8.39437, 2.04932], [-2.80837, -8.49748, 0.61410], [-4.99601, -4.99472, 1.39633], [-6.29410, -5.58542, 1.68444], [-5.22022, -3.96966, 0.37599], [-3.17788, -5.85956, 2.81034], [-1.93625, -6.50760, 3.22950], [-4.00680, -5.43981, 3.92007], [-4.34112, -8.49823, 3.06826], [-4.90425, -9.40366, 1.66802], [-5.74081, -7.96825, 2.11037], [-1.93487, -8.53731, 1.27780], [-2.47681, -8.11934, -0.35497], [-3.14602, -9.52094, 0.45011], [-6.64467, -6.23482, 0.87086], [-7.03582, -4.79797, 1.83610], [-6.30320, -6.15082, 2.61562], [-5.66031, -4.38472, -0.53799], [-4.29055, -3.46978, 0.11213], [-5.89842, -3.20268, 0.75935], [-2.09899, -7.55448, 3.51053], [-1.48744, -5.99948, 4.08445], [-1.19454, -6.47899, 2.42959], [-4.69822, -6.23037, 4.22673], [-4.56173, -4.53082, 3.70258], [-3.39215, -5.20011, 4.79223], [1.41948, 6.60429, 0.89085], [2.80707, 7.07048, 1.29322], [3.62291, 5.58149, 0.95157], [4.69165, 4.95552, 1.70036], [3.63772, 5.19880, -0.45160], [2.44316, 7.29339, 2.98395], [2.87614, 6.35185, 4.00502], [1.03393, 7.59465, 3.25992], [4.24219, 7.99391, 1.46317], [5.01997, 8.21287, 0.24478], [4.93950, 8.39356, 2.66776], [5.66117, 5.46451, 1.59770], [4.83598, 3.92756, 1.36119], [4.45837, 4.85956, 2.75702], [4.30108, 5.83366, -1.05423], [2.63178, 5.26731, -0.87766], [3.96382, 4.16227, -0.58427], [2.45756, 5.34783, 3.84885], [2.56266, 6.70198, 4.99041], [3.96124, 6.27459, 4.07605], [0.40816, 6.69640, 3.23914], [0.63504, 8.30559, 2.54006], [0.93719, 8.05125, 4.24754], [5.75951, 7.41854, 0.08587], [5.55449, 9.16293, 0.27543], [4.36778, 8.25496, -0.62946], [5.53399, 7.57250, 3.07956], [4.26531, 8.77664, 3.42918], [5.63197, 9.21288, 2.45808]], "lowdin_charge": [-0.154, 0.477, -0.162, -0.160, -0.218, -0.274, -0.079, -0.229, -0.142, -0.049, -0.162, -0.083, 0.084, 0.032, 0.006, 0.037, 0.019, 0.040, 0.036, 0.033, 0.042, 0.031, 0.114, 0.099, 0.132, 0.126, 0.146, 0.137, 0.127, 0.099, 0.126, 0.124, 0.136, 0.108, 0.183, 0.179, -0.307, 0.735, -0.306, -0.122, -0.134, -0.326, -0.147, -0.156, -0.316, -0.131, -0.117, 0.078, 0.084, 0.050, 0.063, 0.071, 0.079, 0.093, 0.084, 0.054, 0.084, 0.052, 0.081, 0.079, 0.079, 0.075, 0.079, 0.082, 0.082, -0.309, 0.732, -0.303, -0.119, -0.156, -0.329, -0.148, -0.148, -0.315, -0.128, -0.111, 0.079, 0.080, 0.053, 0.066, 0.064, 0.056, 0.090, 0.086, 0.054, 0.080, 0.072, 0.082, 0.077, 0.083, 0.077, 0.079, 0.084, 0.084], "total_charge": 1, "homo_lumo_gap_ev": 6.32, "e_tot_ha": -2471.17963, "fmax_ha_per_bohr": 0.135}